1.
C4H8P2 | ωB97M-V/def2-TZVPD

The highest occupied orbital energy (spin up / spin down) is -7.60 / -7.49 eV. The calculation puts the HOMO-LUMO gap (spin up / spin down) at 6.62 / 6.40 eV.

```
! RIJCOSX wB97M-V def2-TZVPD def2/J DEFGRID3
* xyz 0 1
C 0.1419 -1.4833 -0.4938
C 0.6774 1.1992 0.3382
C -0.9995 -1.8150 -1.4125
C 0.6080 2.3945 1.2974
P 0.0197 -0.2939 0.9494
P 0.2523 -2.3929 1.0963
H 0.9785 -1.4192 -1.1121
H 0.5676 1.3123 -0.6406
H -1.8446 -1.6241 -0.7858
H -1.1847 -2.9059 -1.6261
H -0.9482 -1.1195 -2.2561
H 0.8224 2.1545 2.2703
H -0.4057 2.9245 1.5321
H 1.3148 3.0689 0.8432
*
```

Löwdin atomic charge list, values in e, 4 entries: number 1, C, carries -0.9250; number 2, C, carries -0.3538; number 3, C, carries -0.2155; number 4, C, carries -0.2018

---

2.
C4H8P2 | ωB97M-V/def2-TZVPD

The highest occupied orbital energy is -8.24 eV. The calculation puts the HOMO-LUMO gap at 8.94 eV.

```
! RIJCOSX wB97M-V def2-TZVPD def2/J DEFGRID3
* xyz 0 1
C 2.3764 -0.2125 0.5499
C 1.8426 -0.3861 -0.8450
C -2.5198 0.5515 0.2014
C -1.8316 -0.1464 -0.9641
P 0.7938 0.7487 0.1920
P -0.7343 -0.7729 0.4521
H 2.5494 -0.8845 1.3701
H 3.1618 0.5351 0.3945
H 2.4856 0.3316 -1.4090
H 1.4774 -1.3080 -1.3898
H -2.2875 1.5485 0.3414
H -3.4496 0.1822 0.5275
H -2.5210 -0.9745 -1.2928
H -1.2998 0.4604 -1.7032
*
```

Löwdin atomic charge list, values in e, 4 entries: number 1, C, carries -0.4337; number 2, C, carries -0.4872; number 3, C, carries -0.2137; number 4, C, carries -0.5551

---

3.
C4H8P2 | ωB97M-V/def2-TZVPD

The highest occupied orbital energy is -8.69 eV. The calculation puts the HOMO-LUMO gap at 9.55 eV.

```
! RIJCOSX wB97M-V def2-TZVPD def2/J DEFGRID3
* xyz 0 1
C 1.8117 -0.9507 -0.4421
C 1.1361 0.0668 -1.3981
C -1.4273 1.1741 0.8688
C -0.3402 0.1003 0.7143
P -2.0612 -0.2723 -0.0929
P 1.3593 0.5276 0.3014
H 1.0623 -1.6649 -0.2819
H 2.8851 -1.0886 -0.5243
H 1.7739 0.4289 -2.1461
H 0.0460 -0.0647 -1.6892
H -1.9861 1.3048 1.7535
H -1.2658 2.1778 0.2681
H -0.2371 -0.9491 1.7033
H -2.7569 -0.7900 0.9651
*
```

Löwdin atomic charge list, values in e, 4 entries: number 1, C, carries -0.4035; number 2, C, carries -0.3749; number 3, C, carries -0.4828; number 4, C, carries -0.7687

---

Of them, 1 has the lowest stability.

---

1.
C3H8N2S | ωB97M-V/def2-TZVPD

The highest occupied orbital energy is -7.14 eV. The calculation puts the HOMO-LUMO gap at 8.12 eV.

```
! RIJCOSX wB97M-V def2-TZVPD def2/J DEFGRID3
* xyz 0 1
C -1.2223 0.8784 0.1396
C -0.9995 0.4841 1.5619
C 1.6933 -1.2081 -0.6443
N 0.0295 0.5032 -0.5945
N 0.3687 -0.8628 -0.2701
S -0.1508 -1.1568 1.4014
H -1.9910 0.3771 -0.3616
H -1.3574 1.8638 -0.2276
H -0.2825 1.0155 2.0542
H -1.8831 0.2059 2.1244
H 1.8848 -2.3839 -0.4715
H 1.8210 -1.2385 -1.7243
H 2.3972 -0.6866 -0.0893
H 0.0198 0.4176 -1.5913
*
```

Löwdin atomic charge list, values in e, 4 entries: number 1, C, carries -0.2521; number 2, C, carries -0.3960; number 3, C, carries -0.1873; number 4, N, carries -0.0943

---

2.
C3H8N2S | ωB97M-V/def2-TZVPD

The highest occupied orbital energy is -7.73 eV. The calculation puts the HOMO-LUMO gap at 7.90 eV.

```
! RIJCOSX wB97M-V def2-TZVPD def2/J DEFGRID3
* xyz 0 1
C -2.0426 -0.2434 -1.6977
C 2.4451 0.4918 0.5983
C 0.2061 0.5664 1.5304
N -1.0816 -1.0890 -1.3819
N 1.1894 0.4063 0.4480
S -1.2785 -2.7499 -1.5105
H -1.8251 0.8250 -1.4493
H -3.0676 -0.4865 -2.0012
H 2.7838 0.6734 1.5856
H 3.1369 0.5178 -0.2189
H -0.1154 -0.5260 1.7098
H 0.5470 1.1186 2.4463
H -0.6271 1.1826 0.8892
H -0.2704 -0.6872 -0.9483
*
```

Löwdin atomic charge list, values in e, 4 entries: number 1, C, carries -0.0767; number 2, C, carries -0.0441; number 3, C, carries -0.1429; number 4, N, carries -0.5725

---

Of them, 2 has the lowest stability.

---

1.
C8H16IN2 | ωB97M-V/def2-TZVPD

The highest occupied orbital energy is -12.91 eV. The calculation puts the HOMO-LUMO gap at 9.16 eV.

```
! RIJCOSX wB97M-V def2-TZVPD def2/J DEFGRID3
* xyz 1 1
C -1.1066 0.6854 -1.6541
C -2.1043 1.4499 -1.3841
C 0.9257 0.2307 -2.8020
C 1.2451 0.2246 -1.2264
C 0.4481 0.2120 3.1477
C 0.1274 -1.8327 1.6614
C -0.3023 0.5574 0.7442
C 0.6059 -0.3393 1.6858
N -0.4662 0.2706 -3.1734
N -0.2342 0.1118 -0.6696
I -1.1633 -1.6416 -3.5523
H -2.5216 1.6341 -0.3944
H -2.5711 1.9434 -2.1840
H 1.2959 1.2108 -3.0819
H 1.6221 -0.4820 -3.1723
H 1.7587 -0.6987 -0.9258
H 1.7377 1.0766 -0.8533
H -0.6106 -0.1246 3.5397
H 0.5267 1.2848 3.3782
H 1.1466 -0.3792 3.5839
H -0.9993 -1.8582 1.8705
H 0.2325 -2.1687 0.5536
H 0.5096 -2.3921 2.5260
H -1.3987 0.6163 1.0957
H -0.0534 1.5780 0.6173
H 1.7176 -0.2597 1.2730
H -0.3680 -0.9097 -0.6034
*
```

Löwdin atomic charge list, values in e, 4 entries: number 1, C, carries -0.3071; number 2, C, carries 0.1276; number 3, C, carries -0.3236; number 4, C, carries 0.0010

---

2.
C8H16IN2 | ωB97M-V/def2-TZVPD

The highest occupied orbital energy is -14.00 eV. The calculation puts the HOMO-LUMO gap at 9.48 eV.

```
! RIJCOSX wB97M-V def2-TZVPD def2/J DEFGRID3
* xyz 1 1
C 0.2296 1.7289 -2.5945
C 0.0007 0.2246 -2.6979
C 0.5171 1.9493 -1.1029
C -0.8308 -0.0624 -1.4521
C -0.2594 0.8357 -0.3633
C 0.2318 -1.9670 3.6656
C 0.7413 0.0775 0.5913
C -0.7251 -1.1414 2.8988
N -0.0372 -2.0368 0.3082
N 0.1306 -1.0927 1.0527
I -2.6239 -1.9323 2.4981
H 1.0402 2.0813 -3.2290
H -0.6812 2.2570 -2.8801
H -0.5109 -0.0643 -3.6119
H 0.9517 -0.3093 -2.6549
H 1.5898 1.8763 -0.9178
H 0.1949 2.9357 -0.7715
H -1.8804 0.1805 -1.6246
H -0.8036 -1.1319 -1.1757
H -1.0495 1.2481 0.2657
H 0.2987 -2.9846 3.2845
H -0.1096 -2.0361 4.7025
H 1.2216 -1.5122 3.6779
H 1.0138 0.7253 1.4222
H 1.6189 -0.1811 -0.0085
H -0.7337 -0.0772 3.0888
H -0.6308 -2.7993 0.6551
*
```

Löwdin atomic charge list, values in e, 4 entries: number 1, C, carries -0.1751; number 2, C, carries -0.1730; number 3, C, carries -0.1417; number 4, C, carries -0.1687

---

Of them, 1 has the lowest stability.